C40H40N2O5P2S2Y as an isolated structure. Source: the OMol25 dataset; level of theory: ωB97M-V with the def2-TZVPD basis set.

Positions of all 92 atoms, in Å:
Y  0.118854  0.247975  -1.135621
O  -0.735087  -3.815503  1.552080
S  -0.545932  -2.482243  0.930511
C  -1.941239  -2.156497  -0.143364
C  -2.778070  -3.187589  -0.369105
C  -4.009409  -2.931844  -1.069766
C  -4.245588  -1.743829  -1.646168
C  -3.231993  -0.690354  -1.621515
C  -2.166631  -0.784210  -0.617879
P  -2.209561  0.311386  0.855695
C  -3.773483  -0.105705  1.686524
C  -3.761498  -1.192540  2.559044
C  -4.942183  -1.629333  3.141687
C  -6.133158  -0.972667  2.868840
C  -6.146525  0.121381  2.014014
C  -4.971209  0.554443  1.420412
C  -2.482247  2.056688  0.350223
C  -2.373426  2.943530  1.434810
C  -2.569422  4.302743  1.275174
C  -2.864812  4.817804  0.015877
C  -2.957057  3.961721  -1.066202
C  -2.768377  2.590162  -0.905055
C  0.713247  -2.701562  -0.357166
C  0.509237  -3.668926  -1.335271
C  1.517346  -3.967324  -2.231842
C  2.736598  -3.306898  -2.143322
C  2.949924  -2.349387  -1.164648
C  1.944413  -2.036395  -0.244093
P  2.130088  -0.646374  0.955272
C  3.889953  -0.219563  0.819131
C  4.890532  -0.905143  1.502848
C  6.220212  -0.557701  1.316469
C  6.561073  0.472482  0.450132
C  5.569865  1.168526  -0.228099
C  4.240883  0.822960  -0.036156
C  1.940935  -1.390412  2.591343
C  1.535453  -0.561330  3.635995
C  1.396325  -1.075801  4.914195
C  1.649299  -2.420934  5.149715
C  2.041202  -3.251478  4.110625
C  2.189387  -2.739493  2.830454
H  -2.562058  -4.160821  0.051628
H  -4.761177  -3.710315  -1.099960
H  -5.183419  -1.530751  -2.140749
H  -3.665265  0.294970  -1.719995
H  -2.830529  -1.700976  2.785138
H  -4.930218  -2.477779  3.812936
H  -7.053117  -1.309564  3.328158
H  -7.075217  0.637090  1.807513
H  -4.988645  1.406926  0.751625
H  -2.151049  2.547560  2.421118
H  -2.499437  4.961863  2.130647
H  -3.022729  5.880173  -0.115332
H  -3.183249  4.351691  -2.050461
H  -2.828268  1.967401  -1.782558
H  -0.445591  -4.174551  -1.392022
H  1.354195  -4.709487  -3.001225
H  3.532332  -3.545530  -2.837115
H  3.913636  -1.859184  -1.093286
H  4.631342  -1.703035  2.187018
H  6.994527  -1.091305  1.851286
H  7.600265  0.739204  0.311368
H  5.834453  1.981459  -0.892186
H  3.463200  1.367818  -0.560068
H  1.319402  0.483955  3.446108
H  1.080982  -0.432025  5.724339
H  1.530138  -2.825494  6.146003
H  2.220395  -4.302443  4.292365
H  2.474938  -3.397974  2.018910
N  2.028098  0.524334  -2.769483
C  2.730677  1.737602  -3.261261
C  1.839772  2.976954  -3.311570
C  1.843402  3.873155  -2.060636
C  0.669497  3.741282  -1.104941
N  0.712168  2.495426  -0.288542
H  2.715765  -0.203672  -2.586080
H  1.474309  0.147437  -3.539562
H  3.126259  1.533918  -4.257755
H  3.591410  1.913830  -2.614325
H  0.817559  2.676252  -3.561890
H  2.182188  3.579237  -4.153190
H  1.840068  4.914068  -2.388582
H  2.782306  3.751081  -1.506227
H  -0.269058  3.735521  -1.659324
H  0.646942  4.603977  -0.436161
H  0.028960  2.608804  0.463043
H  1.610781  2.447940  0.188228
O  -1.050264  1.011737  -2.910364
S  -1.254316  -0.333740  -3.589257
O  -1.066258  -0.296605  -4.996654
O  -0.264516  -1.204326  -2.864512
O  -2.643505  -0.803850  -3.237958

Cartesian forces, eV/Å:
0.0 -0.2 -0.3
0.0 0.1 -0.1
0.0 0.0 0.1
0.0 0.0 0.1
-0.1 0.1 -0.1
0.1 -0.1 0.1
0.1 0.1 0.0
-0.1 0.0 0.2
0.0 -0.1 0.1
0.1 0.1 -0.2
0.0 0.0 0.1
0.0 0.0 0.0
0.0 0.0 0.0
0.0 0.0 0.0
0.0 0.0 0.0
0.0 0.0 0.0
0.0 0.0 0.0
0.0 -0.1 0.0
0.0 0.0 0.0
0.0 0.0 0.0
0.0 0.0 0.0
0.0 0.0 0.0
0.0 -0.1 0.0
0.1 0.0 0.0
0.0 0.0 0.0
0.0 0.0 0.0
0.0 0.0 0.0
-0.1 0.1 0.0
0.0 -0.1 -0.1
0.0 0.1 -0.1
0.0 0.0 0.0
0.0 0.0 0.0
0.0 0.0 0.0
0.0 0.0 0.0
0.0 0.0 0.0
0.0 0.0 0.0
0.0 0.0 0.0
0.0 0.0 0.0
0.0 0.0 0.0
0.0 0.0 0.0
0.0 0.0 0.0
0.0 0.0 0.0
0.0 0.0 0.0
0.0 0.0 0.0
0.0 0.0 -0.1
0.0 0.0 0.0
0.0 0.0 0.0
0.0 0.0 0.0
0.0 0.0 0.0
0.0 0.0 0.0
0.0 0.0 0.0
0.0 0.0 0.0
0.0 0.0 0.0
0.0 0.0 0.0
0.0 0.0 0.0
0.0 0.0 0.0
0.0 0.0 0.0
0.0 0.0 0.0
0.0 0.0 0.0
0.0 0.0 0.0
0.0 0.0 0.0
0.0 0.0 0.0
0.0 0.0 0.0
0.0 0.0 0.0
0.0 0.0 0.0
0.0 0.0 0.0
0.0 0.0 0.0
0.0 0.0 0.0
0.0 0.0 0.0
0.0 0.0 0.1
0.0 0.0 0.0
0.0 0.0 0.0
0.0 0.0 0.0
0.0 -0.1 0.0
-0.1 0.1 0.0
0.0 0.0 0.0
0.0 0.0 0.0
0.0 0.0 0.0
0.0 0.0 0.0
0.0 0.0 0.0
0.0 0.0 0.0
0.0 0.0 0.0
0.0 0.0 0.0
0.0 0.0 0.0
0.0 0.0 0.0
0.0 0.0 0.0
0.0 0.0 0.0
0.1 -0.1 0.2
-0.1 0.1 -0.1
0.0 0.0 0.0
0.0 0.1 0.1
0.0 0.0 -0.1

Electronic energy   -96635.35470 eV
Max |F|   0.0065 hartree/bohr
Charge   +1
E_LUMO   -3.07 eV
ΔE to the lowest compared entry with this formula, charge and spin   58.4 kcal/mol
Gap between HOMO and LUMO   7.38 eV

These are the Löwdin partial charges, in e, on atoms 1 to 4:
1. Y 1.4089
2. O -0.4506
3. S 0.9023
4. C -0.4577

A 6-piece molecular cluster, C40H41BClNO25PS overall. Source: the OMol25 dataset; level of theory: ωB97M-V with the def2-TZVPD basis set.

Positions of all 111 atoms, in Å:
C  7.987547  2.082470  -0.180422
C  7.690813  0.550644  -0.286117
C  6.871367  0.117668  -1.497706
O  6.557091  -1.048178  -1.604357
O  6.520587  0.994770  -2.494811
C  5.337271  1.725111  -2.167338
C  4.050527  0.922722  -2.511613
C  2.890178  1.104183  -1.518787
Cl  1.491701  0.365195  -2.393160
C  2.448414  2.601885  -1.376221
C  2.960118  3.008017  0.067712
C  2.680972  1.700564  0.916868
B  1.110235  1.841989  1.208071
C  0.685856  2.603135  2.541565
O  0.181084  1.369800  0.344858
N  3.137203  0.663514  -0.100721
P  2.976132  -1.069780  0.340788
O  3.713542  -1.252872  1.768990
O  3.809623  -1.781758  -0.804368
S  1.204842  -1.748767  0.451722
H  7.437931  2.502313  0.667447
H  9.062043  2.233053  -0.054864
H  7.713619  2.554353  -1.128079
H  8.660335  0.044320  -0.368165
H  7.249712  0.167869  0.640521
H  5.339573  2.675182  -2.709649
H  5.393117  2.007145  -1.094421
H  4.286477  -0.121163  -2.698175
H  3.695291  1.302634  -3.470436
H  1.369414  2.702182  -1.506202
H  2.835905  3.275519  -2.149152
H  4.004686  3.280200  -0.091731
H  2.254927  3.796068  0.344954
H  3.383619  1.823735  1.746378
H  -0.341776  2.377207  2.820793
H  0.853521  3.675164  2.366200
H  1.398382  2.333001  3.334383
H  -0.539502  2.002369  0.261975
H  4.164980  0.789300  -0.045359
H  4.406367  -0.568036  1.819657
H  3.542961  -2.714449  -0.862908
C  4.506067  -1.481432  -6.874669
C  4.974622  -2.417675  -7.713317
C  5.958940  -3.458880  -7.260611
O  6.333299  -4.292694  -8.060191
C  6.420261  -3.411547  -5.879630
C  5.954445  -2.473937  -5.044601
C  4.948930  -1.452548  -5.494482
O  4.542820  -0.631180  -4.680954
O  6.356058  -2.393196  -3.775248
O  4.597849  -2.480040  -8.983160
H  3.795733  -0.729269  -7.188049
H  7.142237  -4.153745  -5.569568
H  5.881127  -1.639393  -3.381554
H  5.075938  -3.241136  -9.367875
C  -1.525107  -2.175075  -2.044232
C  -2.097711  -3.305325  -1.600399
C  -3.131498  -4.032561  -2.411649
O  -3.603417  -5.061419  -1.968544
C  -3.521867  -3.461416  -3.694571
C  -2.949982  -2.331961  -4.131936
C  -1.897724  -1.620946  -3.332194
O  -1.397919  -0.604996  -3.789470
O  -3.279245  -1.775807  -5.297413
O  -1.783057  -3.837649  -0.430137
H  -0.778441  -1.643512  -1.471638
H  -4.278993  -3.982936  -4.263055
H  -2.724892  -0.976752  -5.377801
H  -2.327772  -4.644396  -0.345865
C  -4.579937  -1.512557  1.871062
C  -5.368626  -0.612307  2.475009
C  -4.908849  0.794988  2.728501
O  -5.670996  1.574531  3.262316
C  -3.554106  1.158528  2.319302
C  -2.772409  0.254944  1.720958
C  -3.240834  -1.139410  1.446470
O  -2.474591  -1.899958  0.879438
O  -1.521909  0.526685  1.318732
O  -6.599212  -0.914386  2.880254
H  -4.901195  -2.527977  1.681360
H  -3.226717  2.170033  2.520055
H  -1.190343  -0.302471  0.918631
H  -6.959763  -0.098529  3.280030
C  -9.010540  -2.692159  1.241628
C  -8.907067  -3.931686  0.749451
C  -10.118690  -4.769382  0.465020
O  -9.962246  -5.882429  0.000109
C  -11.428231  -4.205889  0.765748
C  -11.531023  -2.966001  1.261737
C  -10.319327  -2.119655  1.520325
O  -10.472356  -0.992676  1.954973
O  -12.707760  -2.413610  1.552583
O  -7.726607  -4.493318  0.482437
H  -8.145094  -2.079471  1.448572
H  -12.293361  -4.824482  0.573091
H  -12.506768  -1.520373  1.891123
H  -7.928794  -5.384496  0.137016
C  -1.260707  5.501574  6.118645
C  -1.338748  5.835101  7.415488
C  -0.184198  5.622981  8.352804
O  -0.303036  5.960298  9.512555
C  1.029800  5.013478  7.819070
C  1.100183  4.680436  6.526965
C  -0.042774  4.917169  5.587287
O  0.093215  4.605461  4.413261
O  2.189581  4.118162  5.992642
O  -2.432878  6.369632  7.942875
H  -2.083520  5.651037  5.433759
H  1.849052  4.849068  8.504855
H  1.975483  3.984450  5.050966
H  -2.231518  6.517800  8.887606

Cartesian forces, eV/Å:
-0.2 -0.9 -0.2
0.6 1.4 -0.3
-0.2 -1.8 0.2
0.1 1.1 0.2
0.2 0.3 0.4
-0.4 -0.1 0.5
0.7 0.5 0.7
-1.8 1.7 -2.8
0.2 -0.7 0.7
0.7 0.0 1.1
-2.0 -0.8 -2.0
-0.1 1.8 -1.2
-0.6 -0.4 1.5
1.2 -0.2 -1.2
2.8 1.7 -1.8
2.4 -0.7 0.6
-2.8 -2.8 0.6
0.5 1.8 -1.6
0.6 1.1 0.5
0.2 0.3 0.2
0.2 0.2 -0.3
-0.2 0.1 0.2
0.0 0.2 0.3
-0.4 -0.2 -0.2
-0.1 -0.1 -0.3
0.3 -0.3 0.0
0.0 -0.1 -0.2
-0.1 0.1 0.4
-0.2 -0.2 0.2
0.1 -0.3 0.5
0.4 -0.5 0.1
-0.1 0.3 0.9
0.9 0.4 0.5
-0.3 -1.0 0.1
0.1 0.3 0.1
-0.4 -0.1 0.3
-0.4 0.0 0.0
-0.5 -0.5 0.4
-0.1 0.0 -0.3
0.3 -0.6 0.7
0.0 0.1 -0.1
0.0 0.1 0.3
-0.4 0.4 -0.2
0.4 -0.2 0.4
-0.2 0.2 -0.3
0.0 -0.1 -0.2
0.4 -0.4 0.2
-0.3 0.2 -0.4
0.3 -0.5 -0.3
-0.5 0.0 -0.8
0.3 -0.3 0.2
0.0 0.0 0.0
0.0 0.0 0.0
0.2 0.0 0.3
0.0 0.0 -0.1
0.0 0.2 -0.2
0.4 0.3 0.3
-0.4 0.0 -0.5
0.2 0.1 0.3
0.0 -0.1 0.2
-0.4 -0.3 -0.3
0.3 0.0 0.5
-0.2 0.0 -0.3
0.3 0.2 0.3
0.0 -0.8 -0.7
0.0 0.0 0.0
0.0 0.0 0.0
0.0 0.0 -0.1
0.0 0.0 0.0
0.2 -0.1 -0.1
-0.1 -0.5 -0.1
0.3 0.3 0.0
-0.2 -0.2 0.0
-0.1 0.1 0.1
0.2 0.3 0.1
-0.4 -0.4 0.0
-0.1 0.8 0.4
-2.3 -1.1 1.0
0.2 0.5 0.1
0.0 0.0 0.0
0.0 0.0 0.0
0.1 0.0 0.0
-0.1 -0.1 0.0
-0.1 0.2 0.0
0.4 0.3 0.1
-0.6 -0.1 0.0
0.3 0.1 0.0
0.1 -0.1 -0.1
-0.4 -0.3 -0.1
0.5 0.0 0.0
-0.3 -0.1 0.0
0.4 0.2 0.1
-0.4 -0.2 -0.1
0.0 0.0 0.0
0.0 0.0 0.0
-0.1 0.0 0.0
0.0 0.0 0.0
0.1 -0.1 -0.2
-0.4 0.1 -0.3
0.5 -0.2 0.1
-0.3 0.1 -0.1
-0.1 0.1 0.1
0.4 -0.1 0.3
-0.6 0.2 -0.1
0.3 0.1 0.3
-0.3 0.0 -0.3
0.4 -0.1 0.3
0.0 0.0 0.0
0.0 0.0 0.0
0.0 0.0 0.0
-0.1 0.0 0.0

Electronic energy   -128138.07772 eV
Max |F|   0.0778 hartree/bohr
Charge   +1
E_LUMO   -3.32 eV
Gap between HOMO and LUMO   7.46 eV

These are the Löwdin partial charges, in e, on atoms 1 to 4:
1. C -0.0705
2. C -0.1150
3. C -0.4371
4. O 0.1150

C40H41CrN4O5PS2Te as an isolated structure. Source: the OMol25 dataset; level of theory: ωB97M-V with the def2-TZVPD basis set.

Positions of all 95 atoms, in Å:
Cr  -0.683645  0.309353  0.332948
C  4.770104  0.375786  1.916731
S  3.314684  0.435261  2.973944
C  2.033847  0.373681  1.775407
S  0.400622  0.357447  2.428147
N  2.322895  0.354243  0.526509
N  1.225122  0.340008  -0.284990
C  1.415441  0.423076  -1.595552
C  0.271224  0.422553  -2.403527
C  0.297283  0.466033  -3.820881
C  -0.864490  0.365751  -4.527256
C  -2.086714  0.188534  -3.832929
C  -2.057627  0.172248  -2.462504
N  -0.940817  0.341331  -1.742273
H  5.630435  0.420341  2.582517
H  4.774683  1.223453  1.236430
H  4.787467  -0.546765  1.341892
H  2.418629  0.467927  -2.000798
H  1.254168  0.560625  -4.317761
H  -0.850479  0.396193  -5.609042
H  -3.023248  0.051856  -4.352002
H  -2.965459  0.019290  -1.895136
C  -2.942451  -5.330585  3.840877
C  -2.452653  -4.316150  2.840816
C  -1.702203  -4.697096  1.722268
C  -1.185608  -3.776280  0.839017
C  -0.291974  -4.233669  -0.276212
O  0.835498  -3.813507  -0.384782
C  -0.798654  -5.304477  -1.204325
C  -2.145666  -5.640886  -1.302002
C  -2.564318  -6.607568  -2.205234
C  -1.636000  -7.249141  -3.011848
C  -0.289256  -6.918991  -2.918971
C  0.125730  -5.949609  -2.022691
C  -1.419870  -2.389507  1.017115
O  -0.900651  -1.564751  0.173755
C  -2.262232  -1.992342  2.090277
C  -2.718617  -2.974034  2.993809
C  -2.763823  -0.628025  2.217182
N  -2.503784  0.332195  1.378930
C  -3.226848  1.604074  1.518317
C  -3.743719  2.111692  0.175529
Te  -5.748867  1.513809  -0.329836
C  -5.310629  -0.354020  -1.208897
C  -5.510090  -0.549675  -2.572766
C  -5.149222  -1.755228  -3.161385
C  -4.573205  -2.763074  -2.399446
C  -4.394519  -2.578521  -1.036266
C  -4.779510  -1.385877  -0.443353
C  -3.633889  -0.343089  3.406873
C  -4.985212  -0.662302  3.455553
C  -5.730941  -0.351479  4.583630
C  -5.128114  0.264881  5.670567
C  -3.775129  0.572373  5.628149
C  -3.029956  0.275281  4.497141
H  -2.805022  -6.344984  3.466916
H  -4.002483  -5.194200  4.060102
H  -2.398599  -5.250178  4.784123
H  -1.499074  -5.750824  1.554179
H  -2.869022  -5.139116  -0.673914
H  -3.614373  -6.861170  -2.277575
H  -1.961003  -8.007171  -3.713111
H  0.434903  -7.418969  -3.549075
H  1.166976  -5.667289  -1.941854
H  -3.311415  -2.664203  3.843818
H  -2.544492  2.341596  1.948860
H  -4.064173  1.508368  2.205708
H  -3.089356  1.836187  -0.649938
H  -3.799784  3.201186  0.187364
H  -5.921167  0.247317  -3.179452
H  -5.295450  -1.898967  -4.224464
H  -4.261346  -3.686669  -2.870574
H  -3.952076  -3.353125  -0.421447
H  -4.643967  -1.250498  0.617876
H  -5.460186  -1.155421  2.617006
H  -6.784724  -0.595869  4.612536
H  -5.711586  0.502574  6.550290
H  -3.297658  1.044520  6.476788
H  -1.970842  0.506377  4.455936
C  1.758100  4.509758  0.188809
O  1.211013  3.186385  0.204364
P  -0.361427  2.929079  0.335459
O  -0.808236  3.819130  1.604888
C  -0.174159  3.712323  2.885571
O  -1.036305  3.954386  -0.712758
C  -1.027516  3.669782  -2.117509
H  1.745820  4.902846  -0.827431
H  2.784498  4.428652  0.537700
H  1.196462  5.180293  0.839014
H  -0.220343  4.702270  3.336071
H  0.861689  3.386886  2.794648
H  -0.706362  2.995595  3.508929
H  -0.036057  3.854584  -2.533967
H  -1.744961  4.346554  -2.574147
H  -1.317340  2.641918  -2.324745

Cartesian forces, eV/Å:
0.1 0.1 -0.1
0.0 0.0 0.0
-0.1 0.0 0.0
0.0 0.0 -0.1
0.0 0.0 0.0
0.0 0.0 0.0
0.0 0.0 0.0
0.0 0.0 0.0
0.1 0.0 0.0
0.0 0.0 0.0
0.0 0.0 0.1
0.0 0.0 0.0
0.0 0.0 -0.1
0.0 0.1 0.1
0.0 0.0 0.0
0.0 0.0 0.0
0.0 0.0 0.0
0.0 0.0 0.0
0.0 0.0 0.0
0.0 0.0 0.0
0.0 0.0 0.0
0.0 0.0 0.0
0.0 0.0 0.0
0.0 0.0 0.0
0.0 0.0 0.0
0.0 0.0 -0.1
0.1 -0.2 0.2
0.0 0.1 -0.1
0.0 0.1 -0.1
0.0 0.0 0.0
0.0 0.0 0.0
0.0 0.0 0.0
0.0 0.0 0.0
0.0 0.0 0.0
-0.1 0.0 0.1
0.0 0.1 -0.1
0.0 0.0 0.0
0.0 0.0 0.0
-0.1 0.0 -0.1
-0.1 -0.1 0.2
0.0 0.1 0.0
0.0 0.0 0.0
0.0 0.0 0.0
0.0 0.0 0.0
0.0 0.0 0.0
0.0 0.0 0.0
0.0 0.0 0.0
0.0 0.0 0.0
0.0 0.0 0.0
0.0 0.0 0.0
0.0 0.0 0.0
0.0 0.0 0.0
0.0 0.0 0.0
0.0 0.0 0.0
0.0 0.0 0.0
0.0 0.0 0.0
0.0 0.0 0.0
0.0 0.0 0.0
0.0 0.0 0.0
0.0 0.0 0.0
0.0 0.0 0.0
0.0 0.0 0.0
0.0 0.0 0.0
0.0 0.0 0.0
0.0 0.0 0.0
0.0 0.0 -0.1
0.0 0.0 0.0
0.0 0.0 0.0
0.0 0.0 0.0
0.0 0.0 0.0
0.0 0.0 0.0
0.0 0.0 0.0
0.0 0.0 0.0
0.0 0.0 0.0
0.0 0.0 0.0
0.0 0.0 0.0
0.0 0.0 0.0
0.0 0.0 0.0
0.0 0.0 0.0
0.0 0.0 0.0
0.0 0.0 0.0
0.0 0.1 0.0
0.0 0.0 0.0
0.0 0.0 0.0
-0.1 -0.1 0.0
0.0 0.0 0.0
0.0 0.0 0.0
0.0 0.0 0.0
0.0 0.0 0.0
0.0 0.0 0.0
0.0 0.0 0.0
0.0 0.0 0.0
0.0 0.0 0.0
0.0 0.0 0.0
0.0 0.0 0.0

Electronic energy   -125019.69538 eV
Multiplicity   5
Max |F|   0.0061 hartree/bohr
Charge   0
Expectation value of S²   6.049
E_LUMO (spin up / spin down)   0.09 / -0.07 eV
ΔE to the lowest compared entry with this formula, charge and spin   0.0 kcal/mol
Gap between HOMO and LUMO (spin up / spin down)   5.46 / 7.43 eV

These are the Löwdin partial charges, in e, on atoms 1 to 4:
1. Cr 0.5337
2. C -0.4146
3. S 0.8231
4. C -1.0670

Question: What is the charge in the second record?
Answer: +1

Question: Among the records above, which one has the lowest electronic energy?
Answer: C40H41BClNO25PS